# C44H58F3N3OS

4 unconnected molecules or ions with the total composition C44H58F3N3OS (ωB97M-V with the def2-TZVPD basis set, OMol25).

Each line ends with the Mulliken charge.
Atoms and positions in Å:
C  1.843  7.910  4.306  -0.938
C  1.423  7.733  2.744  -0.498
C  0.705  6.293  2.454  -0.008
C  -0.913  6.426  2.327  -0.640
C  -1.328  6.435  0.770  -0.221
C  -2.940  6.376  0.674  -0.696
C  -3.390  4.843  0.469  -0.332
C  -4.981  4.646  0.301  -0.678
C  -5.506  3.165  0.644  -0.665
C  -4.663  1.993  -0.076  -0.253
C  -4.912  0.534  0.563  -0.773
C  -4.003  0.262  1.893  0.112
C  -4.057  -1.318  2.163  -0.647
C  -3.247  -1.817  3.461  -0.852
C  -1.977  -0.921  3.852  -0.623
C  -0.646  -1.258  2.961  -0.401
C  -0.040  0.024  2.229  0.266
C  0.087  1.375  3.031  -0.619
C  0.685  2.621  2.349  -0.241
C  1.187  2.658  0.866  0.545
N  1.778  3.716  0.093  -0.568
S  2.125  3.109  -1.494  0.104
N  1.542  1.518  -1.256  -0.639
C  1.052  1.288  0.078  0.546
C  0.472  -0.019  0.743  -0.082
C  0.439  -1.341  -0.154  -0.309
C  1.901  -2.010  -0.121  -0.171
O  2.255  -2.552  0.978  -0.635
N  2.863  -2.050  -1.242  0.222
C  2.214  -2.415  -2.539  -0.705
C  3.689  -0.805  -1.339  -0.741
H  1.332  8.834  4.766  0.254
H  1.518  7.016  4.957  0.296
H  2.973  8.028  4.429  0.248
H  0.706  8.555  2.393  0.328
H  2.410  7.721  2.158  0.307
H  0.881  5.670  3.418  0.019
H  1.150  5.796  1.521  -0.068
H  -1.306  7.332  2.906  0.346
H  -1.332  5.452  2.800  0.206
H  -0.908  5.522  0.191  0.050
H  -0.885  7.401  0.309  0.349
H  -3.286  7.041  -0.211  0.324
H  -3.353  6.789  1.657  0.342
H  -3.032  4.161  1.334  0.177
H  -2.897  4.497  -0.520  0.226
H  -5.302  4.967  -0.748  0.296
H  -5.499  5.359  1.055  0.299
H  -6.579  3.094  0.214  0.332
H  -5.621  2.994  1.784  0.260
H  -5.066  1.936  -1.164  0.332
H  -3.538  2.190  -0.142  0.087
H  -4.563  -0.269  -0.196  0.361
H  -6.032  0.337  0.790  0.280
H  -2.943  0.677  1.720  -0.038
H  -4.448  0.883  2.763  0.197
H  -5.173  -1.573  2.361  0.292
H  -3.788  -1.932  1.216  0.300
H  -2.872  -2.901  3.279  0.256
H  -4.012  -1.873  4.329  0.358
H  -2.188  0.208  3.913  0.378
H  -1.683  -1.231  4.932  0.327
H  -0.909  -2.122  2.261  0.146
H  0.186  -1.658  3.664  0.370
H  -0.271  1.458  4.123  0.331
H  0.780  3.578  2.964  0.179
H  -0.291  -2.119  0.297  0.284
H  0.044  -1.095  -1.198  0.310
H  3.053  -2.753  -3.266  0.331
H  1.573  -3.350  -2.355  0.365
H  1.650  -1.557  -3.047  0.055
H  3.558  -0.233  -2.333  0.271
H  3.516  -0.048  -0.501  0.241
H  4.799  -1.139  -1.292  0.281
F  4.132  -9.380  2.733  -0.325
C  3.700  -8.190  2.284  0.247
C  2.630  -8.142  1.404  -0.434
C  2.179  -6.909  0.941  -0.495
C  2.811  -5.739  1.356  -0.170
C  3.888  -5.799  2.236  -0.581
C  4.332  -7.031  2.707  -0.350
H  2.156  -9.064  1.086  0.446
H  1.337  -6.860  0.258  0.415
H  2.462  -4.778  0.991  0.468
H  4.382  -4.887  2.554  0.403
H  5.164  -7.096  3.399  0.405
F  2.195  -7.725  -6.386  -0.313
C  2.681  -7.829  -5.139  0.288
C  2.991  -6.678  -4.431  -0.369
C  3.491  -6.786  -3.137  -0.368
C  3.684  -8.043  -2.570  -0.522
C  3.374  -9.192  -3.292  -0.404
C  2.864  -9.085  -4.582  -0.393
H  2.842  -5.708  -4.892  0.419
H  3.730  -5.891  -2.571  0.427
H  4.078  -8.126  -1.561  0.463
H  3.529  -10.171  -2.850  0.367
H  2.609  -9.969  -5.155  0.404
F  -1.239  1.974  -7.895  -0.317
C  -0.758  1.864  -6.647  0.164
C  -0.455  3.011  -5.930  -0.388
C  0.040  2.896  -4.634  -0.548
C  0.236  1.635  -4.074  0.903
C  -0.068  0.490  -4.806  -0.474
C  -0.573  0.604  -6.098  -0.483
H  -0.606  3.983  -6.385  0.414
H  0.273  3.788  -4.061  0.362
H  0.627  1.546  -3.063  -0.089
H  0.089  -0.492  -4.371  0.257
H  -0.823  -0.276  -6.679  0.425

Cartesian forces, eV/Å:
C -0.5600 0.2822 0.1363
C 0.4081 -1.1989 0.2274
C -0.5071 0.8730 1.2250
C 1.1188 -1.5421 -0.7528
C -0.5249 0.4474 0.6391
C 0.6338 -0.2849 -0.2884
C -0.4422 0.1119 -0.6531
C 0.0903 0.2961 0.9985
C -0.3065 -0.1078 -0.5851
C -0.9754 -0.5026 -0.4257
C 0.9063 -0.0899 0.1788
C -0.9018 0.1436 -0.7628
C -0.6201 0.0158 0.3902
C -0.0971 -0.0990 -0.2416
C 0.6643 -0.6607 1.1157
C 0.1316 0.5981 0.3177
C 1.4875 1.4639 -3.0689
C 1.6886 1.6225 -3.8789
C -0.7950 -2.2604 0.4566
C 0.1124 -1.3573 -0.8451
N -1.4403 -3.6056 0.7998
S -2.2377 -2.2709 4.5550
N -0.6632 -0.0394 3.2352
C 0.8626 2.6252 -0.6270
C -0.6434 1.4200 2.3494
C -0.2458 0.1386 0.4181
C 1.2973 -1.7786 3.2228
O -1.4969 2.4502 -4.2574
N -2.0632 1.0090 0.1121
C 0.5901 -0.7170 -0.5153
C 1.7925 0.4535 -0.1673
H 0.8746 -1.3435 -0.6966
H 0.4707 1.2793 -1.1291
H -1.5959 -0.1246 -0.2194
H 1.3072 -1.0044 0.4579
H -1.6300 0.4161 0.6104
H 0.0452 0.7547 -1.8279
H -0.7273 0.5942 1.5099
H 0.5133 -1.2433 -0.9404
H 0.3450 1.6948 -0.7091
H -0.4176 1.5222 1.1516
H -0.8122 -1.5453 0.5491
H 0.2940 -1.2249 1.4850
H 0.3223 -0.4835 -1.4463
H -0.3569 1.2163 -1.3311
H -0.6153 0.3327 1.7069
H 0.4396 -0.5164 1.3981
H 0.7433 -1.0365 -1.2975
H 1.6062 0.0499 0.8143
H 0.5301 0.3376 -1.7894
H 0.8371 0.1991 1.6583
H -1.5893 -0.1750 0.2717
H -0.6929 1.3428 1.0533
H 1.8524 0.4306 -0.3533
H -1.4727 -0.8337 0.1272
H 0.7143 -1.2054 -1.1609
H 1.7893 0.3744 -0.4243
H -0.1537 1.2562 1.5015
H -0.6398 1.7513 0.3845
H 1.4916 0.2272 -1.2289
H 0.1411 -1.8013 -0.3755
H -0.6028 0.5767 -1.6930
H 0.5475 1.4144 0.7026
H -1.3659 0.6687 -1.1917
H 0.7162 -0.1811 -2.0348
H -0.1794 -1.5585 -0.9947
H 1.3395 1.3743 -0.6420
H 0.8452 -0.2199 1.3422
H -1.3428 0.6321 1.1988
H 0.6799 1.5277 -0.4058
H 0.5393 -1.1653 0.7722
H -0.1250 -1.0194 1.4997
H 0.1079 -1.2981 -1.0793
H -1.7485 0.7048 -0.0534
F 0.0560 -0.1640 0.0578
C -0.2704 0.7400 -0.2812
C -0.0759 -0.2023 -0.0486
C 0.3455 0.0675 0.2565
C -0.1414 0.0687 -0.1446
C -0.1775 -0.2419 -0.1198
C 0.1238 -0.0348 0.0893
H 0.0477 0.0224 0.0557
H 0.0962 -0.0549 0.0524
H 0.1311 -0.1435 0.1148
H -0.0671 -0.0990 -0.0299
H -0.0417 -0.0462 -0.0486
F -0.0588 0.0160 -0.1433
C 0.2890 -0.0736 0.7453
C -0.0481 0.1291 -0.0800
C -0.0487 -0.3212 -0.0972
C 0.0372 0.0197 0.0911
C -0.0262 0.3307 -0.0588
C -0.0493 -0.1069 -0.1246
H -0.0133 -0.0768 -0.0160
H -0.0179 -0.0781 -0.0665
H -0.0587 0.0222 -0.1044
H -0.0372 0.0970 -0.0725
H 0.0158 0.0793 -0.0092
F -0.0523 0.0102 -0.1336
C 0.2840 -0.0561 0.7477
C -0.0353 0.1730 -0.0982
C -0.0655 -0.4114 -0.1813
C 0.0176 0.0495 0.1007
C -0.0439 0.4021 -0.1212
C -0.0415 -0.1603 -0.1210
H -0.0211 -0.0806 -0.0143
H -0.0367 -0.0576 -0.0814
H -0.2553 -0.1151 -0.4990
H -0.0589 0.0822 -0.0789
H 0.0106 0.0809 -0.0160

Summary:
Total charge: 0
Lowest unoccupied orbital energy in eV: -1.62
Electronic energy in hartree: -2648.33396
Structure (SMILES): CCCCCCCCCCCCCCCCc1ccc2nsnc2c1CC(=O)N(C)C.Fc1ccccc1.Fc1ccccc1.Fc1ccccc1
Multiplicity: 1
HOMO energy in eV: -8.7

---

# C44H59BN11

12 unconnected molecules or ions with the total composition C44H59BN11 (ωB97M-V with the def2-TZVPD basis set, OMol25).

Each line ends with the Mulliken charge.
Atoms and positions in Å:
B  -0.261  -0.391  0.249  2.663
H  0.453  0.518  0.678  -0.772
H  0.395  -1.124  -0.374  -0.647
H  -0.947  -0.840  1.127  -0.455
H  -1.119  0.117  -0.608  -0.828
N  -1.392  2.950  -1.159  0.429
C  -0.958  4.249  -0.885  -0.193
C  -1.777  5.217  -1.568  -0.873
C  -2.829  4.547  -2.320  -1.249
C  -2.388  3.059  -2.116  -0.210
H  -1.112  2.084  -0.799  -0.017
H  -0.030  4.601  -0.190  0.075
H  -1.558  6.074  -1.484  0.978
H  -3.697  4.903  -2.813  0.439
H  -2.587  2.018  -2.494  0.421
N  4.303  1.539  -1.048  -0.013
C  3.048  2.159  -1.460  -0.768
C  3.377  3.376  -2.161  0.022
C  4.836  3.664  -2.021  -0.916
C  5.260  2.402  -1.451  -0.371
H  4.397  0.537  -0.728  0.305
H  2.078  1.737  -1.006  0.396
H  2.664  4.035  -2.767  0.360
H  5.324  4.529  -2.330  0.480
H  6.333  2.078  -1.238  0.336
N  -3.011  -3.899  -2.288  0.048
C  -3.193  -5.102  -2.932  -0.378
C  -2.157  -5.972  -2.438  -0.831
C  -1.267  -5.156  -1.563  -0.922
C  -1.875  -3.811  -1.501  -0.210
H  -3.545  -3.073  -2.631  0.533
H  -4.071  -5.354  -3.576  0.348
H  -2.002  -6.979  -2.840  0.335
H  -0.453  -5.437  -1.138  0.786
H  -1.674  -2.669  -1.361  0.250
N  -0.779  0.893  3.678  0.404
C  -2.246  1.007  3.667  0.616
C  -2.552  1.502  5.084  -0.608
C  -1.199  1.511  5.789  -0.777
C  -0.133  1.283  4.784  -0.072
H  -0.343  0.716  2.813  -0.008
H  -2.716  0.783  2.899  -0.455
H  -3.564  1.848  5.420  0.312
H  -0.869  1.829  6.816  0.328
H  1.013  1.424  4.862  0.266
N  2.950  3.680  0.962  0.471
C  1.694  3.581  1.607  -0.797
C  1.743  4.483  2.876  -0.611
C  2.962  5.259  2.725  -0.866
C  3.787  4.683  1.528  -0.470
H  3.315  3.108  0.226  0.059
H  0.949  2.904  1.273  0.917
H  0.798  4.603  3.677  0.261
H  3.360  5.924  3.335  0.574
H  4.678  5.033  1.033  0.411
N  -0.937  -0.803  -5.164  0.094
C  -1.096  0.014  -6.152  -0.260
C  -0.550  1.370  -5.742  -0.907
C  -0.350  1.155  -4.208  -0.283
C  -0.382  -0.306  -3.983  -0.554
H  -1.018  -1.821  -5.183  0.276
H  -1.426  -0.121  -7.316  0.222
H  -0.467  2.390  -6.241  0.338
H  -0.018  1.873  -3.480  0.655
H  -0.287  -1.057  -3.086  0.363
N  -5.281  0.730  1.050  -0.170
C  -6.624  0.032  1.154  -0.626
C  -6.215  -1.444  1.182  -0.622
C  -4.694  -1.535  1.321  -0.708
C  -4.152  -0.057  1.011  -0.353
H  -5.106  1.663  1.172  0.231
H  -7.582  0.478  1.151  0.447
H  -6.923  -2.174  1.340  0.511
H  -4.010  -2.248  1.474  0.694
H  -3.115  0.090  1.187  0.290
N  0.822  -3.007  4.693  -0.084
C  1.263  -2.818  3.324  -0.530
C  2.660  -3.471  3.272  -0.408
C  2.968  -3.958  4.670  -0.420
C  1.766  -3.679  5.567  -0.385
H  0.080  -2.424  5.007  0.274
H  0.601  -2.329  2.568  0.527
H  3.385  -3.491  2.381  0.310
H  3.829  -4.488  5.135  0.313
H  1.561  -3.619  6.628  0.371
N  3.236  -2.847  -3.597  0.081
C  2.263  -3.013  -2.495  -0.755
C  2.593  -4.358  -1.944  -0.258
C  3.809  -4.931  -2.704  -0.594
C  4.084  -3.849  -3.793  -0.384
H  3.200  -1.929  -3.903  0.233
H  1.541  -2.430  -2.271  0.597
H  2.286  -4.826  -1.000  0.426
H  4.218  -5.952  -2.414  0.299
H  4.925  -3.661  -4.529  0.320
N  -4.311  -1.130  -1.682  0.498
C  -3.238  -0.806  -2.429  -0.020
C  -3.565  -0.990  -3.953  -0.586
C  -4.946  -1.681  -3.851  -1.384
C  -5.427  -1.448  -2.423  -0.430
H  -4.248  -0.974  -0.783  0.177
H  -2.365  -0.285  -2.086  -0.189
H  -3.082  -0.757  -4.802  0.810
H  -5.490  -2.088  -4.643  0.470
H  -6.374  -1.734  -2.143  0.512
N  3.885  2.070  3.377  0.166
C  3.286  0.795  3.178  -0.569
C  3.885  -0.109  4.423  -0.072
C  4.848  0.799  5.149  -1.439
C  4.742  2.139  4.531  -0.164
H  3.747  3.004  2.737  0.399
H  2.395  0.681  2.345  0.366
H  3.393  -1.003  4.434  0.233
H  5.356  0.610  5.823  0.854
H  5.241  3.123  4.900  0.287

Cartesian forces, eV/Å:
B -1.3189 1.7705 -0.7265
H 0.0225 0.2018 0.0903
H 0.6534 -1.0392 -0.4020
H -0.0786 -0.4346 0.4162
H 0.7687 -0.1481 0.7565
N -1.0697 5.0274 -2.2354
C 0.8430 1.9270 0.8032
C -2.5399 -14.2836 -0.4309
C 4.5214 -4.9484 2.3079
C -1.3605 1.4722 0.3705
H 0.8901 -1.5380 0.6437
H -2.5347 -1.4942 -1.7371
H 2.4020 11.9346 1.0188
H -0.2566 0.1384 -0.6023
H -0.8956 1.6337 -0.0773
N -2.6498 1.2602 -1.1681
C 0.4864 0.0425 -0.5458
C 0.0549 -0.4025 0.8300
C -3.6785 -6.1053 1.2507
C 3.7240 1.5711 0.2548
H -0.0387 2.0227 -0.4549
H 1.5552 0.6085 -1.4294
H 0.8761 -1.0741 1.5180
H 1.0430 0.8379 -0.4948
H -1.5543 0.6734 -0.3621
N -0.7465 0.2576 -1.3671
C 1.5636 -1.4294 1.7525
C -0.1094 2.6119 -0.1354
C -7.7980 3.5625 -3.8735
C -0.1555 -0.9983 -1.8165
H 0.7193 -0.8763 0.6451
H 1.0161 0.5576 0.7646
H 0.0412 0.4296 0.6090
H 5.0960 -1.7460 2.6833
H 0.4959 -2.6499 0.7356
N -3.2922 0.5858 -0.8222
C 7.5594 3.7016 12.6131
C 3.1395 -1.5411 -2.8227
C 0.5437 0.9284 -2.3039
C -2.1657 0.2365 2.7736
H 0.7594 -0.4305 -1.1712
H -4.3720 -1.9137 -6.6459
H 1.3558 -0.7179 -0.1180
H -1.0495 -0.2718 -1.1861
H -2.2568 -0.6137 -0.2178
N -0.8027 2.8354 2.8636
C 3.0786 2.8514 3.2734
C -0.7877 -0.7176 -3.1110
C -0.5716 -6.1262 -5.6311
C -4.9785 0.0914 3.1099
H -0.4377 -0.1640 -0.4366
H -0.3195 -0.6067 -0.0872
H 3.0268 -0.3595 -2.4962
H 1.5205 3.0461 2.7418
H 0.0011 -0.2109 0.1515
N 1.5124 -3.6000 2.6203
C 1.3847 6.6521 -4.5645
C -1.6749 -2.9245 3.5443
C 0.9095 -3.1749 -3.1454
C -1.2472 2.5858 -0.2957
H -0.3500 0.6055 -0.4919
H 0.7916 -0.5207 3.4934
H -0.4828 -1.9047 0.5473
H 0.0906 0.1643 -0.0232
H -0.2089 2.0688 -1.8256
N -1.8621 -3.7443 -0.2773
C 7.1338 -4.1428 -0.4127
C 3.9807 5.9328 0.9812
C -4.4119 8.2797 -2.6497
C -5.2720 -6.2987 2.8567
H -0.2872 2.9399 0.0224
H -0.3693 0.7080 -0.1525
H -1.1986 -1.6350 0.1465
H 1.9157 -3.0843 0.3150
H 0.4940 1.1271 -0.4251
N 2.9666 -0.7713 -1.7637
C 3.5922 -2.6633 2.8231
C -2.5311 1.0281 2.0635
C -3.9506 1.2036 0.8631
C 1.4456 1.6169 -5.7362
H -0.6284 0.1098 0.4666
H 0.8604 -0.5364 0.8009
H -1.5191 -0.0246 1.5945
H -0.5955 0.5773 -1.0288
H 0.3206 -0.3956 -0.1899
N -4.0675 -0.8109 3.9616
C 8.4286 -9.2977 -1.9188
C 2.7635 2.1682 -2.7371
C -2.4691 3.8606 -0.8962
C 1.0136 -3.2208 2.6655
H 0.6991 1.6520 -1.6150
H -4.5551 4.3144 1.2389
H -0.3947 0.3849 -0.7126
H -0.2426 1.7806 -1.0384
H -1.1995 -0.7602 1.1041
N -0.8739 -0.0230 -6.8995
C -0.7654 0.2186 -6.3724
C -5.2528 -2.9824 8.7534
C 2.8881 4.2920 4.6353
C 4.2180 -1.6282 -5.2839
H -0.2817 0.7268 5.7837
H 0.0179 -0.2534 0.6169
H 1.7108 0.6100 -2.2720
H -0.9985 -0.2914 -1.0135
H -1.5666 -0.5674 1.4937
N 0.3207 0.9028 0.4460
C 1.5559 0.0619 3.2338
C 0.4500 7.7132 -4.0014
C -11.9334 4.3427 -14.9434
C -0.4227 -2.1749 -0.4287
H 0.4035 -3.2028 2.1970
H 2.6518 0.0642 2.3803
H -0.3339 -2.6655 0.8860
H 8.5236 -3.3375 11.6600
H -1.0347 -2.0319 -1.1485

Summary:
Total charge: -1
Lowest unoccupied orbital energy in eV: 2.40
Relative energy (zero: lowest compared OMol25 entry of this formula, charge and spin) in kJ/mol: 438.9
Electronic energy in hartree: -2338.22114
Multiplicity: 1
HOMO energy in eV: -5.3